[1]
A 12-piece molecular cluster, C3H32N3O11 overall at a distorted geometry, computed with ωB97M-V/def2-TZVPD.

Each line ends with the Mulliken charge.
CARTESIAN COORDINATES (ANGSTROEM)
C1 -0.5724 -0.0900 4.1966  -1.3579
C2 -1.1684 0.7415 3.0008  -0.4930
N1 -0.9585 0.0372 1.7182  -0.0238
C3 -0.7969 0.6406 0.4823  0.3800
N2 -0.2302 -0.0784 -0.4982  0.2203
N3 -1.4215 1.8612 0.1761  -0.2933
H1 0.4528 -0.3896 3.8714  0.3351
H2 -1.1953 -0.8749 4.5145  0.3741
H3 -0.1530 0.5107 4.9859  0.3624
H4 -2.2725 0.6253 3.0217  0.4665
H5 -0.8142 1.7985 3.1411  0.3635
H6 -0.7108 -0.8871 1.9281  0.1875
H7 -0.0469 -1.1057 -0.4624  0.0238
H8 -0.5508 0.2105 -1.4835  0.0084
H9 -1.0347 2.1499 -0.7016  0.2109
H10 -1.8022 2.4794 0.9312  0.2793
H11 -0.8384 -1.7079 -2.9854  0.2484
H12 -1.2691 -3.1238 -2.5562  0.2930
O1 -0.8207 -2.3800 -2.2599  -0.4694
H13 4.4277 1.2689 1.7837  0.2932
H14 3.4893 0.1758 1.2567  0.4119
O2 3.5665 1.2444 1.2905  -0.7439
H15 0.5600 2.9507 -3.0449  0.2898
H16 1.3886 2.6431 -1.8001  0.3370
O3 0.5962 2.3921 -2.2987  -0.5572
H17 1.1967 3.2153 2.1678  0.2893
H18 2.0129 2.0001 2.0294  0.2517
O4 1.0870 2.2720 2.1271  -0.4707
H19 -0.9875 -4.9029 -0.3009  0.2711
H20 -1.9001 -3.6438 -0.0460  0.3024
O5 -0.9821 -3.9960 0.0791  -0.5778
H21 -4.2934 1.3560 -2.2003  0.2915
H22 -3.1485 0.8749 -3.1766  0.2944
O6 -3.5211 0.7344 -2.2945  -0.5592
H23 3.2924 3.7052 -0.1691  0.2656
H24 3.1452 2.1031 -0.1590  0.4078
O7 3.0001 2.9688 -0.7094  -0.7080
H25 -2.4300 -1.2448 -1.1867  0.2482
H26 -3.7999 -1.5385 -1.0031  0.3051
O8 -2.9482 -2.0272 -0.9672  -0.5631
H27 2.4397 -1.3673 0.5696  0.4237
H28 3.7436 -1.3977 -0.3643  0.3068
O9 3.4100 -1.2735 0.5375  -0.6726
H29 0.7566 -3.1905 0.7127  0.2571
H30 0.7803 -2.6978 -0.7975  0.3158
O10 1.1191 -2.4739 0.1087  -0.7575
H31 0.1613 0.4632 -3.9312  0.2515
H32 0.1361 -0.6454 -5.0971  0.2678
O11 -0.0949 -0.3863 -4.1370  -0.5873

Forces on the atoms, in the same order (eV/Å):
C 2.3 1.5 -2.3
C -1.7 -0.3 1.4
N 1.1 3.5 -1.4
C -2.0 -0.8 2.1
N -1.3 0.7 -2.7
N 1.3 -2.7 1.8
H -0.8 -0.8 -0.3
H -0.5 -1.0 0.5
H -1.0 0.7 0.7
H 0.4 1.0 0.9
H -0.4 -1.2 -1.0
H 0.8 -1.5 -0.8
H -0.1 1.2 0.8
H 1.0 -0.4 2.1
H -0.2 1.3 -0.3
H 1.0 -0.9 -1.4
H 0.3 -0.8 0.4
H -1.4 -2.0 -0.8
O 2.1 2.9 -0.1
H -1.0 0.6 -0.7
H 0.0 2.3 -0.8
O 1.2 -2.9 1.4
H 0.0 1.1 -1.2
H 0.4 0.1 0.2
O -0.5 -1.3 1.1
H -0.3 0.8 0.0
H 0.2 -0.5 -0.2
O 0.3 -0.2 0.0
H -0.1 0.9 0.5
H 1.0 -0.2 0.0
O -1.2 -1.0 -0.4
H 1.3 -0.9 -0.3
H -0.3 0.1 0.2
O -0.8 0.8 0.1
H 0.1 -0.1 0.1
H 0.0 2.3 -0.9
O -0.2 -2.1 0.4
H 0.8 -0.5 -0.1
H 0.0 -1.0 0.3
O -1.6 1.4 0.2
H 0.4 -0.7 -0.8
H -0.5 0.0 0.4
O 0.4 0.5 0.6
H 0.4 1.2 -1.4
H 0.2 -0.2 1.1
O -0.8 -1.1 0.1
H 1.2 3.0 0.3
H -0.4 1.1 2.5
O -0.8 -4.0 -2.6

Properties
spin multiplicity = 1
calculated total energy = -30618.170 eV
charge = +1
highest occupied orbital energy = -12.9 eV

***

[2]
A 2-piece molecular cluster, C3H12N2O overall at a distorted geometry, computed with ωB97M-V/def2-TZVPD.

Each line ends with the Mulliken charge.
CARTESIAN COORDINATES (ANGSTROEM)
C1 0.5853 2.0391 -1.5523  -0.3673
O1 1.3630 3.2916 -1.3676  -0.5202
C2 0.3931 1.4043 -0.1632  -0.5479
H1 1.1980 1.3377 -2.2053  0.2820
H2 -0.2689 2.4375 -2.1575  0.2396
H3 2.2120 3.2298 -1.7359  0.2771
H4 1.4192 1.1758 0.3553  0.1982
H5 -0.1027 0.3950 -0.4879  0.1535
H6 -0.2251 2.0875 0.4392  0.2953
N1 -0.6474 -1.8887 -0.1039  -0.5196
C3 -1.0823 -2.1902 1.2357  -0.7023
N2 -0.2303 -1.6109 2.2102  -0.5827
H7 -1.4204 -1.4142 -0.5580  0.2413
H8 -0.3394 -2.7759 -0.6173  0.2141
H9 -1.3152 -3.1755 1.3017  0.4778
H10 -2.0600 -1.6253 1.1872  0.3128
H11 -0.1822 -0.5679 1.9837  0.2835
H12 0.7032 -2.1498 2.2359  0.2647

Forces on the atoms, in the same order (eV/Å):
C 2.3 1.3 -0.5
O -2.1 -0.4 0.7
C 0.1 -1.5 -1.5
H -0.8 0.7 0.6
H 0.1 -1.1 1.0
H 1.7 -0.4 -0.8
H -2.0 0.5 -1.1
H 0.7 1.7 1.6
H 0.1 -0.6 0.0
N 1.1 -1.8 -2.3
C -1.5 4.2 -1.2
N 1.4 0.1 0.8
H 0.4 -0.5 -0.7
H -0.8 2.0 0.6
H -0.3 -3.0 1.0
H 0.6 -0.7 1.3
H 0.7 -2.2 0.5
H -1.8 1.9 -0.2

Properties
spin multiplicity = 1
calculated total energy = -8331.391 eV
charge = 0
highest occupied orbital energy = -9.2 eV
SMILES = CCO.NCN

***

[3]
C8H16PS as an isolated structure at a distorted geometry, computed with ωB97M-V/def2-TZVPD.

Each line ends with the Mulliken charge.
CARTESIAN COORDINATES (ANGSTROEM)
C1 -1.8126 1.6595 -0.4895  -0.4917
C2 -2.1498 0.2113 -0.7738  -0.5074
C3 -1.8796 1.2059 0.9996  -0.7454
C4 -1.7426 -0.2412 0.6006  -0.1986
C5 2.7114 1.3110 0.5543  0.0468
C6 3.9436 2.0774 0.2345  -0.9485
C7 -0.7048 -3.2802 -0.4328  -1.2174
C8 0.2681 -2.1214 -0.5964  -0.5711
P1 0.0066 -0.9212 0.8394  0.1564
S1 1.3386 0.8170 -0.2807  -0.0565
H1 -0.7547 1.8779 -0.7944  0.0535
H2 -2.3675 2.5067 -0.8065  0.3734
H3 -3.1598 -0.1387 -0.9539  0.3175
H4 -1.5376 -0.2604 -1.5643  0.2483
H5 -1.2424 1.7621 1.7853  0.2212
H6 -2.8264 1.4050 1.3633  0.3363
H7 -2.2318 -1.0035 1.0750  0.6431
H8 2.6576 1.1402 1.5872  0.3694
H9 4.1617 2.8208 0.9139  0.3620
H10 4.1888 2.3484 -0.8396  0.3190
H11 4.6436 1.3058 0.5021  0.3348
H12 -0.5454 -3.6430 0.6180  0.3380
H13 -1.6580 -2.8514 -0.4178  0.3463
H14 -0.5770 -3.9874 -1.2053  0.3857
H15 -0.0196 -1.5326 -1.3661  0.4706
H16 1.2895 -2.4679 -0.5523  0.4142

Forces on the atoms, in the same order (eV/Å):
C 1.7 -0.5 1.1
C 0.3 -2.0 -2.4
C 2.1 2.6 1.5
C 3.6 1.5 -1.0
C -1.8 0.5 -0.9
C -0.7 -1.9 -3.5
C 1.3 0.9 2.6
C 0.1 -0.4 3.1
P 0.8 0.5 0.1
S 1.5 -0.1 0.1
H -1.0 -0.2 0.2
H -0.9 0.4 -0.3
H -0.4 0.7 -0.2
H -0.5 0.3 -0.1
H -0.3 -1.2 -1.2
H -2.3 0.1 0.6
H -1.9 -1.8 1.4
H 0.0 -0.7 1.5
H 0.0 1.9 1.5
H -0.8 -0.2 1.4
H 0.9 -0.6 0.1
H -0.2 -0.6 -1.1
H -1.8 0.2 -0.4
H 0.0 -1.0 -0.5
H -0.1 1.4 -3.2
H 0.4 0.3 -0.4

Properties
spin multiplicity = 1
calculated total energy = -28669.604 eV
charge = +1
highest occupied orbital energy = -13.1 eV

***

[4]
C12H24ClCoIO8 as an isolated structure at a distorted geometry, computed with ωB97M-V/def2-TZVPD.

Each line ends with the Mulliken charge.
CARTESIAN COORDINATES (ANGSTROEM)
Co1 1.6842 1.0143 0.7237  0.9834
I1 1.9519 4.6137 1.0428  -0.2662
Cl1 4.7324 -0.0130 0.5985  -0.6972
C1 -0.0678 1.3287 5.6387  -0.5305
O1 0.5207 -0.0242 5.8490  -0.3242
C2 1.1002 -0.6257 4.8721  0.7762
O2 1.2076 -0.1094 3.7363  -0.5892
O3 1.6452 -1.8784 5.1713  -0.3243
C3 2.2035 -2.6582 4.0927  -0.5853
H1 -0.5713 1.5454 6.5808  0.1970
H2 -0.7549 1.3584 4.7931  0.2416
H3 0.7576 2.0155 5.4514  0.3077
H4 2.7270 -2.0413 3.3623  0.3394
H5 1.4024 -3.2758 3.6867  0.2411
H6 2.9596 -3.2615 4.5952  0.2268
C4 1.8883 -1.0304 -5.4484  -0.6362
O4 1.7823 -0.4266 -4.1687  -0.2996
C5 1.7113 0.9129 -3.8994  0.7732
O5 1.6444 1.3128 -2.7343  -0.5219
O6 1.8925 1.6420 -5.0140  -0.3278
C6 1.6825 3.0223 -5.0021  -0.6622
H7 1.3422 -1.9646 -5.5795  0.2426
H8 2.9496 -1.2369 -5.5861  0.2729
H9 1.3940 -0.4283 -6.2108  0.3114
H10 2.0253 3.4736 -4.0710  0.3125
H11 0.6079 3.1885 -5.0772  0.2903
H12 2.1036 3.5554 -5.8545  0.2300
C7 -0.1807 -4.2032 -0.1671  -1.1024
C8 -0.2940 -2.7977 -0.6262  0.7841
O7 0.5156 -1.9603 -0.2028  -0.5112
C9 -1.4426 -2.3556 -1.5386  -0.9488
H13 0.7007 -4.3941 0.4451  0.2857
H14 -0.0206 -4.7992 -1.0656  0.3421
H15 -1.0847 -4.5725 0.3172  0.3180
H16 -1.4935 -1.2713 -1.4399  0.2218
H17 -2.4197 -2.6729 -1.1744  0.3555
H18 -1.2824 -2.5970 -2.5894  0.2835
C10 -4.1687 1.1255 0.4894  -1.0466
C11 -2.9482 1.9474 0.7638  0.8099
O8 -1.8222 1.4573 0.7974  -0.5513
C12 -3.2578 3.3425 0.7971  -1.1423
H19 -4.9070 1.1781 1.2896  0.3609
H20 -3.7285 0.1284 0.4774  0.2318
H21 -4.6037 1.2625 -0.5006  0.3377
H22 -2.4013 3.9812 1.0129  0.2906
H23 -4.0541 3.4851 1.5276  0.3658
H24 -3.6286 3.7064 -0.1612  0.3339

Forces on the atoms, in the same order (eV/Å):
Co 1.6 0.0 0.0
I -0.2 -1.0 -0.1
Cl -1.8 0.6 0.1
C 0.9 -0.9 0.0
O -1.0 0.4 1.7
C 1.9 -0.5 -4.4
O -0.3 -1.2 2.0
O -1.5 2.6 0.5
C 0.3 0.4 0.5
H 0.1 -0.1 -0.2
H 0.1 -0.3 0.1
H -0.1 0.0 0.1
H -0.4 0.0 -0.1
H 0.2 0.1 -0.3
H -0.2 -0.2 -0.1
C 0.0 0.6 -0.8
O -1.0 0.7 1.3
C 1.1 -0.5 1.5
O -0.4 -0.6 -2.8
O 0.2 -1.4 -0.2
C -1.1 1.4 0.8
H 0.0 -0.2 1.2
H -0.1 0.2 -0.6
H 0.7 0.5 -0.1
H 0.1 -0.1 0.0
H -0.1 0.1 0.1
H 0.5 -0.7 0.0
C 0.3 -0.9 -0.5
C 1.0 2.1 1.1
O -1.3 -1.0 -0.8
C 0.3 0.7 0.7
H -0.2 0.4 0.2
H -0.3 -0.3 -0.2
H 0.0 0.1 0.0
H 0.3 0.1 -0.2
H 0.1 -0.6 -0.2
H -0.1 -0.3 0.1
C 0.8 -2.0 0.3
C 1.1 -1.4 -1.4
O -1.1 0.5 0.3
C 0.4 2.8 0.6
H -0.1 0.2 -0.2
H -0.6 -0.4 0.0
H -0.1 0.5 0.2
H 0.0 -0.1 0.3
H 0.0 0.3 0.0
H -0.3 -0.3 -0.1

Properties
spin multiplicity = 4
calculated total energy = -87458.565 eV
charge = 0
⟨S²⟩ = 3.840
highest occupied orbital energy (alpha / beta) = -8.0 / -7.9 eV

***

> What is the calculated total energy in the second record?

-8331.391 eV

***

> The highest calculated total energy belongs to which entry?

C3H12N2O

***

> Number 4 is which compound?

C12H24ClCoIO8